1.
This record from OMol25 describes one molecule with the formula C2H4N4. The level of theory is the ωB97M-V functional and the def2-TZVPD basis.

Last column: Mulliken charge in e.
Geometry (Å):
N1 1.413 0.035 0.179  -0.799
N2 0.035 0.018 0.104  0.838
C1 -0.802 1.071 0.089  0.095
N3 -2.042 0.644 0.037  -0.576
C2 -1.917 -0.695 0.030  -0.123
N4 -0.674 -1.115 0.062  -0.779
H1 1.829 0.111 -0.749  0.248
H2 1.720 -0.838 0.600  0.300
H3 -0.477 2.089 0.108  0.386
H4 -2.752 -1.363 0.003  0.410

Calculated values
Electronic energy ... -8098.0803 eV
Net charge ... 0
SMILES ... Nn1cncn1
HOMO-LUMO gap ... 10.8 eV
2S+1 ... 1
Strongest force on any atom ... 0.01652 Eh/bohr

2.
This record from OMol25 describes one molecule with the formula C2H4N4O in a non-equilibrium geometry. The level of theory is the ωB97M-V functional and the def2-TZVPD basis.

Last column: Mulliken charge in e.
Geometry (Å):
N1 0.716 -1.175 2.096  -0.612
N2 0.187 -0.757 0.702  0.459
C1 0.916 -0.088 -0.170  -0.274
C2 -0.062 0.716 -0.912  0.357
O1 0.242 1.548 -2.013  -0.509
N3 -1.295 0.315 -0.474  -0.235
N4 -1.142 -0.510 0.499  -0.537
H1 0.210 -0.248 2.681  0.317
H2 0.264 -2.136 2.614  0.316
H3 1.968 0.085 -0.179  0.358
H4 1.231 1.033 -2.281  0.361

Calculated values
Electronic energy ... -10141.8199 eV
Net charge ... 0
SMILES ... Nn1cc(O)nn1
HOMO-LUMO gap ... 9.3 eV
2S+1 ... 1
Strongest force on any atom ... 0.10343 Eh/bohr

3.
This record from OMol25 describes one molecule with the formula C2H4N4O in a non-equilibrium geometry. The level of theory is the ωB97M-V functional and the def2-TZVPD basis.

Last column: Mulliken charge in e.
Geometry (Å):
N1 2.107 0.438 0.211  -0.460
C1 0.935 -0.001 -0.308  0.936
N2 0.777 -1.276 -0.749  -0.451
N3 -0.938 -0.819 0.918  -0.571
C2 -1.163 0.088 -0.033  0.643
O1 -2.402 0.291 -0.500  -0.461
N4 -0.135 0.820 -0.466  -0.697
H1 2.828 -0.257 0.375  0.244
H2 2.101 1.268 0.792  0.240
H3 -1.767 -1.413 1.041  0.230
H4 -2.344 0.861 -1.281  0.348

Calculated values
Electronic energy ... -10142.9244 eV
Net charge ... 0
HOMO-LUMO gap (alpha / beta) ... 7.8 / 8.5 eV
2S+1 ... 1
Strongest force on any atom ... 0.04296 Eh/bohr

4.
This record from OMol25 describes one molecule with the formula C2H4N4O in a non-equilibrium geometry. The level of theory is the ωB97M-V functional and the def2-TZVPD basis.

Last column: Mulliken charge in e.
Geometry (Å):
C1 1.349 -0.356 -0.585  -0.297
C2 0.511 -0.607 0.522  0.611
N1 -1.878 1.250 -0.357  -0.610
N2 -0.939 -0.844 0.264  -0.371
N3 -1.901 0.192 0.078  0.334
N4 1.885 0.720 -0.953  -0.209
O1 0.798 -0.942 1.677  -0.583
H1 -1.169 -1.373 1.076  0.312
H2 -2.815 -0.326 0.639  0.265
H3 1.620 1.639 -0.578  0.247
H4 2.539 0.648 -1.782  0.301

Calculated values
Electronic energy ... -10141.0541 eV
Net charge ... 0
HOMO-LUMO gap ... 9.1 eV
2S+1 ... 1
Strongest force on any atom ... 0.10685 Eh/bohr

5.
This record from OMol25 describes one molecule with the formula C2H4N4O in a non-equilibrium geometry. The level of theory is the ωB97M-V functional and the def2-TZVPD basis.

Last column: Mulliken charge in e.
Geometry (Å):
H1 2.136 1.254 -0.326  0.243
N1 1.175 1.707 -0.056  -0.734
C1 0.195 0.852 0.015  0.369
N2 -1.185 1.020 0.099  0.065
N3 -1.888 -0.150 -0.094  -0.589
C2 -0.998 -1.115 -0.037  -0.096
N4 0.277 -0.534 0.073  0.128
O1 1.472 -1.185 -0.110  -0.409
H2 -1.628 1.881 -0.087  0.234
H3 -1.163 -2.147 -0.255  0.412
H4 1.607 -1.582 0.778  0.376

Calculated values
Electronic energy ... -10143.8939 eV
Net charge ... 0
SMILES ... [H]/N=c1/[nH]ncn1O
HOMO-LUMO gap ... 8.8 eV
2S+1 ... 1
Strongest force on any atom ... 0.05720 Eh/bohr

6.
This record from OMol25 describes one molecule with the formula C2H4N4O2 in a non-equilibrium geometry. The level of theory is the ωB97M-V functional and the def2-TZVPD basis.

Last column: Mulliken charge in e.
Geometry (Å):
O1 0.461 -0.493 2.576  -0.639
N1 -0.185 -0.929 1.653  1.139
O2 -1.163 -1.651 1.703  -0.685
N2 0.303 -0.694 0.409  -0.012
C1 1.015 0.800 0.142  -0.375
C2 0.427 1.200 -0.972  -0.208
N3 -0.543 0.341 -1.451  -0.185
N4 -0.537 -0.880 -0.692  -0.425
H1 1.670 1.118 0.912  0.432
H2 0.599 2.118 -1.503  0.396
H3 -0.561 0.154 -2.447  0.277
H4 -1.486 -1.084 -0.330  0.284

Calculated values
Electronic energy ... -12187.5627 eV
Net charge ... 0
SMILES ... O=[N+]([O-])N1C=CNN1
HOMO-LUMO gap ... 9.0 eV
2S+1 ... 1
Strongest force on any atom ... 0.09116 Eh/bohr

7.
This record from OMol25 describes one molecule with the formula C2H4N4O2 in a non-equilibrium geometry. The level of theory is the ωB97M-V functional and the def2-TZVPD basis.

Last column: Mulliken charge in e.
Geometry (Å):
O1 2.037 1.289 0.784  -0.474
N1 1.145 0.325 1.251  -0.148
C1 0.059 -0.021 0.410  0.416
N2 -0.828 -0.818 1.056  -0.393
N3 -1.890 -1.186 0.171  -0.367
C2 -1.415 -1.168 -1.061  0.124
O2 -0.254 -0.884 -1.671  -0.238
N4 -0.040 0.443 -0.924  -0.310
H1 1.561 2.279 0.780  0.351
H2 0.876 0.339 2.271  0.319
H3 -2.163 -1.373 -1.938  0.330
H4 0.913 0.775 -1.129  0.391

Calculated values
Electronic energy ... -12187.5935 eV
Net charge ... 0
SMILES ... ONC1=NN=CON1
HOMO-LUMO gap ... 8.5 eV
2S+1 ... 1
Strongest force on any atom ... 0.13287 Eh/bohr

8.
This record from OMol25 describes one molecule with the formula C2H4N4O2 in a non-equilibrium geometry. The level of theory is the ωB97M-V functional and the def2-TZVPD basis.

Last column: Mulliken charge in e.
Geometry (Å):
C1 -0.681 -1.716 -0.485  -0.826
N1 -1.358 -0.428 -0.149  -0.078
N2 -0.904 0.601 0.466  -0.404
C2 0.446 0.852 0.333  0.475
O1 1.605 0.798 -0.404  -0.255
N3 2.422 2.047 -0.175  -0.020
N4 1.890 2.556 0.820  0.055
O2 0.793 1.948 1.348  -0.140
H1 -0.382 -2.484 0.309  0.238
H2 -1.525 -2.239 -1.083  0.304
H3 0.038 -1.357 -1.218  0.387
H4 -2.344 -0.579 0.237  0.263

Calculated values
Electronic energy ... -12187.3992 eV
Net charge ... 0
SMILES ... CNN=c1onno1
HOMO-LUMO gap ... 8.6 eV
2S+1 ... 1
Strongest force on any atom ... 0.17356 Eh/bohr

9.
This record from OMol25 describes C2H4N4O2S as an isolated structure in a non-equilibrium geometry. The level of theory is the ωB97M-V functional and the def2-TZVPD basis.

Last column: Mulliken charge in e.
Geometry (Å):
C1 -0.426 2.366 0.609  -0.479
C2 -0.437 1.099 1.219  0.218
N1 -0.181 2.161 -0.723  -0.452
N2 -0.150 0.921 -0.915  -0.003
N3 -0.304 0.261 0.249  0.356
N4 1.535 -1.690 -1.160  -0.642
O1 0.219 -1.928 1.438  -0.568
O2 -1.543 -1.982 -0.322  -0.546
S1 -0.319 -1.494 0.170  0.714
H1 -0.422 3.387 0.930  0.418
H2 -0.656 0.688 2.072  0.526
H3 1.053 -1.192 -1.976  0.235
H4 1.631 -2.596 -1.590  0.221

Calculated values
Electronic energy ... -23020.7011 eV
Net charge ... 0
HOMO-LUMO gap (alpha / beta) ... 6.0 / 3.1 eV
⟨S²⟩ ... 2.0262
2S+1 ... 3
Strongest force on any atom ... 0.14911 Eh/bohr

10.
This record from OMol25 describes one molecule with the formula C2H4N4OS in a non-equilibrium geometry. The level of theory is the ωB97M-V functional and the def2-TZVPD basis.

Last column: Mulliken charge in e.
Geometry (Å):
N1 1.083 -1.487 0.351  -0.633
N2 0.483 -0.333 -0.094  0.338
C1 1.030 0.834 -0.366  0.109
N3 0.269 1.795 -0.190  -0.522
C2 -0.968 1.177 0.230  0.431
O1 -2.132 1.605 0.408  -0.539
N4 -0.870 -0.204 0.629  -0.152
S1 -2.204 -1.063 -0.205  -0.054
H1 1.596 -1.341 1.275  0.253
H2 1.866 -1.788 -0.261  0.262
H3 2.162 0.945 -0.563  0.340
H4 -2.316 -0.141 -1.215  0.169

Calculated values
Electronic energy ... -20978.1533 eV
Net charge ... 0
SMILES ... Nn1cnc(=O)n1S
HOMO-LUMO gap ... 9.7 eV
2S+1 ... 1
Strongest force on any atom ... 0.11277 Eh/bohr

11.
This record from OMol25 describes one molecule with the formula C2H4N4S in a non-equilibrium geometry. The level of theory is the ωB97M-V functional and the def2-TZVPD basis.

Last column: Mulliken charge in e.
Geometry (Å):
N1 0.471 0.667 2.581  -0.640
N2 0.645 0.269 1.265  0.310
C1 0.997 -0.953 0.799  0.079
N3 0.529 -1.229 -0.389  -0.468
C2 -0.263 -0.129 -0.734  0.055
S1 -1.029 0.158 -2.173  -0.376
N4 -0.296 0.717 0.337  -0.167
H1 1.375 0.954 2.978  0.267
H2 0.045 -0.085 3.158  0.249
H3 1.653 -1.588 1.387  0.399
H4 -0.455 1.722 0.287  0.292

Calculated values
Electronic energy ... -18932.6229 eV
Net charge ... 0
SMILES ... Nn1cnc(=S)[nH]1
HOMO-LUMO gap ... 8.2 eV
2S+1 ... 1
Strongest force on any atom ... 0.02227 Eh/bohr

12.
This record from OMol25 describes one molecule with the formula C2H4N4S in a non-equilibrium geometry. The level of theory is the ωB97M-V functional and the def2-TZVPD basis.

Last column: Mulliken charge in e.
Geometry (Å):
N1 0.912 -0.027 -1.621  -0.606
N2 0.224 -0.426 -0.461  0.214
C1 0.989 -0.509 0.673  0.115
N3 0.388 -0.065 1.759  -0.464
C2 -0.869 0.341 1.351  0.152
S1 -2.170 0.732 2.249  -0.358
N4 -0.912 0.297 -0.030  -0.289
H1 0.375 -0.437 -2.378  0.264
H2 0.867 1.001 -1.649  0.281
H3 2.012 -0.856 0.545  0.382
H4 -1.818 -0.050 -0.438  0.308

Calculated values
Electronic energy ... -18932.6092 eV
Net charge ... 0
SMILES ... Nn1cnc(=S)[nH]1
HOMO-LUMO gap ... 8.3 eV
2S+1 ... 1
Strongest force on any atom ... 0.03924 Eh/bohr